[1]
C19H19BrN5ORu | ωB97M-V with the def2-TZVPD basis set

The geometry in XYZ format:
```
46
Properties=species:S:1:pos:R:3:forces:R:3
Ru -0.809 0.079 -0.294 0.2 0.6 1.1
O -4.487 -2.980 3.774 -0.2 -0.2 -0.1
C -3.643 -2.298 3.029 0.4 0.3 -0.2
C -2.551 -1.569 3.522 -0.1 -0.1 0.0
C -1.748 -0.898 2.636 0.1 0.1 0.1
N -1.942 -0.897 1.306 0.0 0.1 -0.5
C -2.993 -1.601 0.855 0.1 0.1 -0.1
Br -3.197 -1.561 -1.030 -0.1 -0.1 0.1
C -3.857 -2.307 1.642 -0.2 -0.2 0.1
H -4.303 -2.933 4.720 0.1 0.1 0.1
H -2.340 -1.526 4.582 0.0 0.0 0.0
H -0.906 -0.323 2.992 0.0 0.0 0.0
H -4.694 -2.859 1.237 0.0 0.0 -0.1
C 0.225 1.281 -4.308 0.3 0.3 -0.3
C 1.353 2.126 -4.197 -0.2 -0.2 -0.1
C 1.889 2.354 -2.971 0.2 0.1 -0.2
C 1.331 1.727 -1.794 0.1 -0.1 0.7
N 0.208 0.883 -1.941 -0.5 0.0 -0.7
C -0.299 0.702 -3.152 0.2 0.0 0.5
C 1.823 1.903 -0.519 -0.2 0.0 -0.6
C 2.957 2.742 -0.179 0.2 0.2 0.0
C 3.328 2.883 1.122 0.0 0.0 0.1
C 2.607 2.212 2.129 0.2 0.2 0.1
C 1.519 1.404 1.745 0.0 -0.1 -0.4
N 1.149 1.239 0.504 -0.6 -0.4 0.6
H -0.234 1.093 -5.267 0.0 -0.1 0.0
H 1.772 2.581 -5.084 0.0 0.0 0.0
H 2.741 3.012 -2.863 0.0 0.0 0.0
H -1.169 0.060 -3.214 0.0 0.0 0.0
H 3.496 3.259 -0.960 0.0 0.0 0.1
H 4.168 3.507 1.393 0.0 0.0 0.0
H 2.874 2.309 3.171 0.0 0.0 0.0
H 0.943 0.875 2.494 0.0 0.0 0.1
N 1.833 -1.677 -0.887 0.2 0.0 -0.1
C 2.338 -2.920 -0.871 -0.1 -0.1 0.0
C 1.361 -3.748 -0.361 0.0 0.0 0.0
C 0.284 -2.905 -0.093 0.2 -0.2 0.0
N 0.578 -1.643 -0.413 -0.4 -0.1 0.1
H 2.289 -0.839 -1.208 -0.1 0.1 0.0
H 3.334 -3.142 -1.216 0.0 0.1 0.0
H 1.418 -4.811 -0.207 0.0 0.0 0.0
H -0.675 -3.179 0.315 0.0 0.1 0.0
C -1.836 1.873 -0.048 0.1 -0.5 -0.3
H -2.533 1.773 0.784 0.0 -0.1 0.0
H -2.391 1.990 -0.984 -0.1 0.1 0.1
H -1.210 2.748 0.110 0.2 -0.1 0.0
```
Forces are in eV/Å.

Its expectation value of S² is 8.80. The total charge is +2. As for the lowest unoccupied orbital energy (spin up / spin down): -5.63 / -9.52 eV. For the relative energy (zero: lowest compared OMol25 entry of this formula, charge and spin), the calculation gives 38.0 kcal per mole. Its spin multiplicity is 6. The calculation puts the calculated total energy at -102115.828 eV. The calculation puts the HOMO energy (spin up / spin down) at -0.4496 / -0.5758 Ha.



[2]
C19H19Cl2 | ωB97M-V with the def2-TZVPD basis set

The geometry in XYZ format:
```
40
Properties=species:S:1:pos:R:3:forces:R:3
C -2.107 0.792 2.439 -0.6 0.2 -0.1
C -0.958 -0.151 2.365 0.6 0.3 0.1
C -1.215 -1.606 2.511 -0.3 -0.5 -0.1
C 0.279 0.331 2.206 -0.3 -0.2 0.1
C 1.492 -0.465 2.157 -0.1 0.2 0.0
C 2.629 -0.018 1.643 0.2 0.0 0.2
H -3.061 0.267 2.391 0.0 0.1 0.0
H -2.086 1.359 3.371 -0.1 0.0 0.0
H -2.083 1.504 1.613 0.0 0.1 0.1
H -2.282 -1.826 2.474 0.1 0.0 0.0
H -0.740 -2.170 1.708 0.1 -0.1 0.0
H -0.834 -1.979 3.461 0.0 -0.1 0.1
H 0.392 1.396 2.099 0.1 0.4 -0.2
H 1.459 -1.458 2.573 0.0 -0.4 0.0
H 3.523 -0.611 1.621 0.3 -0.3 0.0
H 2.692 0.966 1.222 0.0 0.4 -0.2
Cl 2.802 -3.459 7.383 0.1 0.2 -0.2
C 3.277 -2.084 6.474 -0.2 0.1 0.1
C 2.555 -0.902 6.585 -0.3 -0.1 0.3
C 2.927 0.197 5.859 0.3 0.1 -0.3
C 4.043 0.167 4.983 0.0 0.0 0.1
C 4.330 1.364 4.280 0.2 -0.4 -0.1
C 5.319 1.754 3.343 0.1 0.0 0.0
C 5.240 3.082 2.852 -0.1 -0.3 0.2
C 6.137 3.565 1.939 0.1 0.3 -0.2
C 7.159 2.748 1.472 -0.1 0.2 -0.1
Cl 8.275 3.355 0.318 -0.2 -0.2 0.2
C 7.272 1.441 1.935 0.2 -0.3 0.0
C 6.377 0.950 2.851 -0.1 0.2 0.0
C 4.755 -1.054 4.893 -0.2 0.1 0.1
C 4.377 -2.151 5.625 0.2 -0.2 -0.1
H 1.708 -0.869 7.249 -0.1 0.1 0.1
H 2.367 1.111 5.953 -0.2 0.2 0.0
H 3.633 2.157 4.506 -0.2 0.2 0.1
H 4.454 3.722 3.215 -0.2 0.2 0.0
H 6.068 4.575 1.571 -0.1 0.1 0.0
H 8.075 0.831 1.556 0.1 -0.2 0.0
H 6.502 -0.055 3.196 0.1 -0.2 0.0
H 5.605 -1.141 4.249 0.1 -0.2 -0.1
H 4.915 -3.081 5.556 0.1 -0.1 -0.1
```
Forces are in eV/Å.

The total charge is +1. As for the lowest unoccupied orbital energy: -5.97 eV. For the relative energy (zero: lowest compared OMol25 entry of this formula, charge and spin), the calculation gives 0.0 kcal per mole. Its spin multiplicity is 1. The calculation puts the calculated total energy at -45047.975 eV. The calculation puts the HOMO energy at -0.3950 Ha.



[3]
C19H19Cl3NO4 | ωB97M-V with the def2-TZVPD basis set

The geometry in XYZ format:
```
46
Properties=species:S:1:pos:R:3:forces:R:3
C 1.701 0.728 3.370 0.2 -0.1 0.1
C 1.014 1.811 2.609 -0.4 0.1 -0.2
O -0.217 1.259 2.103 0.8 0.5 0.4
C -0.763 2.093 1.178 -2.5 -0.7 -1.6
C -1.986 1.469 0.548 0.7 2.8 -0.2
C -2.727 2.417 -0.335 0.6 -1.8 1.2
O -2.161 3.192 -1.081 -0.4 0.8 -0.6
C -4.259 2.272 -0.324 0.1 0.2 -0.1
C -4.702 1.149 -1.263 -0.1 0.0 0.0
C -3.866 -0.112 -1.046 0.0 -0.1 0.0
C -3.770 -0.423 0.452 0.1 0.1 0.0
C -2.652 0.327 1.222 -0.1 -0.2 1.1
O -0.265 3.155 0.869 0.2 0.0 0.5
H 2.600 1.145 3.820 0.1 -0.1 0.1
H 1.056 0.330 4.149 0.0 -0.2 0.1
H 1.994 -0.063 2.676 0.0 -0.1 0.2
H 0.742 2.671 3.237 0.3 -0.1 -0.1
H 1.646 2.134 1.774 -0.3 0.1 0.3
H -4.602 2.042 0.692 0.1 0.1 -0.1
H -4.704 3.223 -0.638 0.1 -0.1 0.1
H -5.761 0.919 -1.063 0.1 0.0 -0.1
H -4.626 1.505 -2.293 0.0 -0.1 0.0
H -4.328 -0.961 -1.565 0.0 0.1 0.0
H -2.856 0.018 -1.457 -0.3 0.0 0.0
H -4.734 -0.155 0.907 0.1 -0.3 -0.1
H -3.613 -1.496 0.596 -0.2 0.1 0.0
H -1.869 -0.408 1.489 -0.3 0.3 0.0
H -3.064 0.692 2.189 0.0 -0.5 -0.1
Cl -0.318 0.372 -0.724 0.6 -0.7 -0.4
C 1.105 -0.544 -1.413 0.6 1.3 1.2
Cl 1.405 0.093 -3.058 0.1 -0.4 -0.6
C 2.411 -0.143 -0.679 -0.5 1.1 0.2
O 2.498 0.830 0.035 0.2 -1.2 -0.7
C 3.573 -1.051 -0.993 0.3 -1.0 0.1
C 3.317 -2.429 -1.258 1.1 0.8 0.0
C 4.433 -3.264 -1.459 -0.3 0.3 -0.2
C 5.712 -2.724 -1.437 -0.1 1.1 0.4
C 5.836 -1.344 -1.159 -0.2 -0.6 -0.1
N 4.801 -0.544 -0.929 -0.2 -0.1 0.0
C 1.931 -2.870 -1.311 -1.5 1.8 0.1
Cl 1.620 -4.543 -1.407 -0.1 -0.8 0.1
C 0.894 -1.982 -1.311 1.1 -2.0 -0.9
H 4.267 -4.313 -1.672 0.1 0.0 0.1
H 6.614 -3.312 -1.591 -0.3 0.0 0.0
H 6.806 -0.853 -1.106 0.0 -0.2 -0.1
H -0.133 -2.316 -1.339 -0.1 -0.2 0.0
```
Forces are in eV/Å.

The total charge is -1. As for the lowest unoccupied orbital energy: 1.57 eV. For the relative energy (zero: lowest compared OMol25 entry of this formula, charge and spin), the calculation gives 7.0 kcal per mole. Its spin multiplicity is 1. The calculation puts the calculated total energy at -67258.578 eV. The calculation puts the HOMO energy at -0.1107 Ha.



[4]
C19H19ClN2O2S2 | ωB97M-V with the def2-TZVPD basis set

The geometry in XYZ format:
```
45
Properties=species:S:1:pos:R:3:forces:R:3
O -1.146 3.827 0.684 -1.6 -1.2 1.3
S -0.222 -3.401 -3.724 0.5 -0.2 -0.7
Cl 1.721 1.898 3.246 0.0 0.1 0.0
O -2.936 2.906 1.812 1.4 -0.7 -0.5
S 3.497 -3.682 -0.540 0.2 0.0 -1.1
C -1.844 2.846 0.984 1.6 2.5 -1.3
C 0.219 -2.549 -2.386 0.1 -0.8 0.0
C 1.153 -0.644 2.492 -0.1 0.0 -0.2
C 2.532 0.625 0.980 0.1 -1.2 0.5
C -2.332 0.447 0.452 -0.4 0.5 0.9
C -0.395 1.426 -0.551 0.1 0.8 -0.7
C -2.038 -0.757 -0.132 -1.7 -0.5 0.2
C -0.200 0.244 -1.266 1.0 -0.1 0.3
C 1.166 -1.742 1.621 0.8 1.3 -0.6
C 2.649 -0.489 0.142 -0.9 0.1 0.7
C 1.822 0.549 2.177 -0.4 -1.3 -0.6
C -1.487 1.571 0.273 -2.5 -1.4 1.6
C -0.996 -0.864 -1.019 0.2 0.4 0.2
C 1.928 -1.658 0.428 -0.6 -0.3 0.7
N -0.875 -2.090 -1.659 2.1 -0.2 0.2
N 1.554 -2.407 -1.925 -1.1 -0.3 -0.5
C 1.886 -2.833 -0.544 -0.5 0.7 0.6
C -4.241 4.940 1.592 0.7 0.0 0.3
C -3.228 4.165 2.472 -0.2 0.8 -1.1
C 3.520 -3.779 -2.373 -0.7 -0.7 -0.1
C 2.681 -2.624 -2.859 -0.1 0.2 0.1
H 0.583 -0.732 3.410 0.1 0.2 0.0
H 3.080 1.503 0.783 0.4 1.0 -0.4
H -3.225 0.484 1.110 0.8 0.3 -0.5
H 0.208 2.328 -0.704 0.0 -0.6 0.0
H -2.727 -1.620 0.009 0.7 0.7 0.0
H 0.681 0.107 -1.895 -0.4 0.3 0.0
H 0.546 -2.598 1.878 0.3 0.0 -0.2
H 3.229 -0.401 -0.763 0.1 -0.1 -0.1
H -1.737 -2.517 -1.956 0.0 0.0 -0.1
H 1.158 -3.575 -0.180 0.0 0.4 -0.3
H -5.119 4.299 1.460 0.0 0.3 0.0
H -4.513 5.884 2.109 0.0 -0.5 -0.4
H -3.799 5.166 0.602 -0.2 -0.1 0.6
H -2.310 4.762 2.652 -0.5 -0.6 -0.2
H -3.719 3.914 3.409 0.2 -0.2 0.1
H 4.529 -3.700 -2.755 0.3 0.0 0.1
H 3.066 -4.694 -2.783 0.2 0.0 0.6
H 2.364 -2.781 -3.886 -0.4 -0.1 0.2
H 3.316 -1.758 -2.877 0.1 0.8 0.2
```
Forces are in eV/Å.

As for the lowest unoccupied orbital energy: -0.02 eV. For the relative energy (zero: lowest compared OMol25 entry of this formula, charge and spin), the calculation gives 0.0 kcal per mole. Its spin multiplicity is 1. The calculation puts the calculated total energy at -61279.576 eV. The calculation puts the HOMO energy at -0.3075 Ha. Its SMILES is CCOC(=O)c1ccc(NC(=S)N2CCS[C@H]2c2ccc(Cl)cc2)cc1.



[5]
C19H19F3N5O8 | ωB97M-V with the def2-TZVPD basis set

The geometry in XYZ format:
```
54
Properties=species:S:1:pos:R:3:forces:R:3
N 2.348 -0.457 0.510 -0.4 0.6 -0.1
C 1.401 -0.551 -0.560 1.1 -1.0 -0.1
N -0.003 -0.267 -0.186 0.9 0.3 -0.1
C -0.680 -0.357 0.948 -0.4 0.2 -0.5
N -1.954 -0.019 0.780 -0.3 0.0 0.5
C -2.080 0.304 -0.506 0.6 -0.1 -0.4
N -3.178 0.697 -1.140 -0.3 0.1 0.0
C -4.449 0.785 -0.428 0.0 -0.2 0.7
C -4.525 1.966 0.568 0.1 -0.5 0.2
C -5.296 1.570 1.788 0.2 -1.5 0.3
F -4.895 2.066 2.989 -1.0 1.8 -0.4
C -6.426 0.784 1.797 0.4 0.7 0.0
F -6.435 -0.526 1.611 -0.4 0.2 -1.5
F -7.650 1.247 1.972 0.1 -0.5 1.6
N -0.876 0.169 -1.122 -1.0 0.1 -0.1
H 1.938 -0.607 1.420 0.2 -0.1 0.1
H 2.825 0.436 0.489 -0.1 0.1 0.1
H 1.440 -1.567 -0.965 -0.4 -0.1 0.1
H 1.741 0.101 -1.368 -0.5 0.2 0.2
H -0.238 -0.664 1.881 0.0 -0.1 0.0
H -3.124 0.900 -2.122 -0.1 0.1 -0.1
H -4.548 -0.141 0.137 0.1 0.0 0.0
H -5.289 0.795 -1.115 0.2 0.1 -0.4
H -5.103 2.784 0.128 0.2 0.1 -0.2
H -3.547 2.376 0.821 0.1 -0.3 0.1
H -0.650 0.326 -2.091 0.4 -0.1 0.0
C 2.858 -3.540 1.819 0.0 0.0 -0.2
C 2.186 -3.946 2.899 0.0 0.4 -0.1
C 2.239 -5.367 3.378 0.2 -0.5 -0.1
O 1.614 -5.656 4.380 -0.2 0.3 0.1
C 3.030 -6.319 2.615 -0.1 0.1 0.1
C 3.703 -5.915 1.527 0.0 -0.4 0.2
C 3.670 -4.487 1.064 -0.2 0.4 0.1
O 4.313 -4.176 0.081 0.0 -0.2 -0.1
O 4.437 -6.744 0.795 0.0 0.3 -0.1
O 1.426 -3.118 3.620 0.0 -0.3 0.0
H 2.826 -2.517 1.473 0.2 -0.1 0.0
H 3.048 -7.343 2.958 0.0 0.0 0.0
H 4.818 -6.207 0.075 0.1 0.0 0.0
H 1.057 -3.661 4.345 0.0 0.0 0.1
C 0.680 3.235 -1.642 0.2 -0.3 0.0
C -0.034 4.218 -2.209 -0.2 -0.2 0.4
C 0.548 5.099 -3.280 0.6 0.2 -0.3
O -0.165 5.955 -3.760 -0.3 -0.1 0.2
C 1.930 4.877 -3.676 -0.2 0.1 0.0
C 2.643 3.896 -3.106 0.2 0.3 -0.3
C 2.052 3.000 -2.057 -0.4 0.1 0.3
O 2.745 2.109 -1.588 0.2 0.0 -0.1
O 3.908 3.655 -3.433 -0.2 -0.2 0.3
O -1.288 4.475 -1.868 0.1 0.1 -0.3
H 0.272 2.597 -0.869 0.0 0.1 0.1
H 2.343 5.526 -4.434 0.0 0.0 0.0
H 4.200 2.903 -2.888 0.1 0.0 0.0
H -1.568 5.230 -2.425 0.0 0.1 0.0
```
Forces are in eV/Å.

The total charge is +1. As for the lowest unoccupied orbital energy: -4.38 eV. Its spin multiplicity is 1. The calculation puts the calculated total energy at -51982.875 eV. The calculation puts the HOMO energy at -0.3871 Ha.



Computed M, in the same sequence as the records: 514.37; 318.27; 431.72; 406.96; 502.38 g/mol.